1.
This record from the OMol25 dataset describes an isolated molecule of C9H11N3. The level of theory is wB97M-V/def2-TZVPD.

Properties
* energy: -13977.6145 eV
* F_max: 5.1 eV/Å
* orbital gap: 9.151 eV
* relative energy (zero: lowest compared OMol25 entry of this formula, charge and spin): 108.0 kcal/mol

```
23
Properties=species:S:1:pos:R:3:forces:R:3:lowdin_charge:R:1
C 3.64111 0.41970 0.32191 -0.4 0.1 0.0 -0.224
C 2.36337 -0.97115 -0.56502 0.2 0.1 0.1 -0.141
C 0.27295 0.16881 -0.06340 -3.7 -3.5 0.1 0.026
C -0.65813 1.09066 -0.03840 0.2 0.4 -0.2 -0.290
C -1.15086 -1.65087 0.10129 2.7 3.3 -0.3 -0.078
C -0.75516 -2.83560 0.44690 -0.1 -0.6 0.2 -0.002
C -2.09942 0.65019 0.10248 0.1 -0.3 0.1 -0.160
C -2.29967 -0.83219 -0.27908 -0.2 0.2 -0.1 -0.205
C -0.42531 2.57502 -0.09695 0.2 -0.2 0.0 -0.048
N 3.63541 -0.75630 -0.33968 0.1 -0.5 -0.3 0.076
N 2.45328 0.93640 0.51392 0.0 0.8 0.5 0.110
N 1.62018 0.04343 -0.06116 1.1 -0.2 -0.1 -0.109
H 4.53605 0.89693 0.66586 0.2 0.1 0.1 0.100
H 1.94814 -1.81409 -1.07695 -0.3 -0.2 -0.1 0.121
H -1.45480 -3.65978 0.54905 -0.1 0.0 0.0 0.065
H 0.27277 -3.07626 0.65982 0.2 0.1 0.0 0.051
H -2.39432 0.80022 1.14598 -0.1 0.0 0.0 0.122
H -2.74531 1.28128 -0.51247 0.0 0.0 0.1 0.114
H -2.42145 -0.90395 -1.36479 0.0 0.0 0.1 0.125
H -3.21568 -1.19960 0.19447 0.0 -0.1 -0.1 0.122
H -1.01217 3.02142 -0.89919 0.0 0.0 0.0 0.079
H 0.62752 2.79154 -0.25027 0.0 0.1 0.0 0.064
H -0.73851 3.02421 0.84567 0.0 0.1 0.0 0.085
```
Forces are in eV/Å.

2.
This record from the OMol25 dataset describes an isolated molecule of C9H11N3OS. The level of theory is wB97M-V/def2-TZVPD.

Properties
* energy: -26859.4980 eV
* F_max: 3.7 eV/Å
* orbital gap: 7.311 eV
* relative energy (zero: lowest compared OMol25 entry of this formula, charge and spin): 98.8 kcal/mol

```
25
Properties=species:S:1:pos:R:3:forces:R:3:lowdin_charge:R:1
C -0.72499 0.32458 -1.78076 -0.6 1.1 -0.1 0.002
C -0.22409 1.44553 -1.25950 -0.6 -1.3 -0.6 -0.177
C -0.91806 2.22873 -0.21812 -0.2 -1.9 0.8 -0.072
C -1.38582 1.61244 0.90307 0.1 1.5 -1.1 -0.119
C -1.34268 0.19150 1.10723 -0.5 -2.5 0.4 -0.062
C -0.35109 -0.61321 0.66837 1.4 -0.7 1.4 -0.264
O -0.30066 -1.99486 0.66141 0.9 1.7 0.2 -0.066
C -1.38063 -2.77671 0.25036 -3.2 0.3 1.5 -0.090
N 0.99446 -0.06909 0.42918 -1.4 -1.1 0.6 -0.042
C 1.47408 1.04879 1.01554 -0.6 -0.5 1.9 -0.143
N 2.71647 1.26602 0.72766 0.3 1.1 1.0 0.083
C 3.16578 0.28870 -0.06280 -0.8 -2.2 -2.8 -0.908
S 4.58114 0.12065 -0.90878 -0.2 0.0 0.5 0.540
N 2.05893 -0.64758 -0.28838 0.4 2.2 1.9 0.110
H -0.12400 -0.29191 -2.41874 0.0 -0.3 -0.4 0.065
H -1.71719 0.00516 -1.47733 0.0 0.0 -0.5 0.073
H 0.82440 1.56304 -1.46495 0.4 0.9 -0.1 0.103
H -0.95804 3.25428 -0.41812 -0.3 1.5 0.3 0.088
H -1.86077 2.13239 1.72751 -0.1 0.5 -0.3 0.110
H -2.23547 -0.30431 1.61850 1.3 0.6 -0.9 0.153
H -2.02735 -2.23197 -0.47370 0.2 -0.2 0.7 0.098
H -2.03896 -3.26209 1.13485 1.4 1.6 -1.7 0.141
H -1.01745 -3.60629 -0.25936 1.0 -1.4 -0.9 0.056
H 0.89283 1.60624 1.83865 1.0 -1.0 -1.9 0.178
H 1.89915 -1.29005 -1.05178 0.1 0.3 0.1 0.142
```
Forces are in eV/Å.

3.
This record from the OMol25 dataset describes the ion C9H11N4 with charge +1. The level of theory is wB97M-V/def2-TZVPD.

Properties
* energy: -15460.6270 eV
* F_max: 5.0 eV/Å
* orbital gap: 8.821 eV
* charge: +1
* relative energy (zero: lowest compared OMol25 entry of this formula, charge and spin): 112.6 kcal/mol

```
24
Properties=species:S:1:pos:R:3:forces:R:3:lowdin_charge:R:1
C -3.36406 -0.90179 -0.63863 2.5 -0.1 -2.8 0.007
C -1.78724 -0.90950 -0.69695 -2.2 1.7 0.2 -0.116
N -1.45034 0.47077 -0.65214 2.7 4.2 0.2 0.090
C -2.05569 1.58345 -1.01038 2.5 0.3 0.5 -0.054
N -1.28528 2.70947 -0.93245 -0.5 -1.2 0.5 0.108
N -0.15065 2.31796 -0.46891 1.7 2.3 -0.1 0.069
N 0.02784 1.11815 -0.30828 -4.1 -2.5 -0.8 0.082
C 1.11113 0.44616 0.26850 2.3 -0.2 1.3 -0.175
C 1.39701 -0.85060 -0.04180 1.1 -1.2 -0.1 0.007
C 2.54545 -1.53299 0.47646 -2.6 4.1 0.4 -0.028
C 3.34111 -0.86328 1.32914 0.0 2.3 0.1 -0.026
C 3.13316 0.53471 1.59012 0.2 -0.5 0.3 -0.021
C 2.04317 1.16915 1.10838 -2.5 -1.0 -1.7 -0.003
H -3.92921 -0.75810 -1.56631 0.8 -0.6 -0.3 0.110
H -3.71221 -0.12297 -0.09401 -0.7 2.3 2.3 0.042
H -3.62291 -1.75626 -0.18083 -1.3 -3.1 1.4 0.048
H -1.33112 -1.25283 -1.55403 0.3 -1.2 -2.3 0.107
H -1.19358 -1.32111 0.06536 -0.2 -1.1 1.7 0.107
H -2.99091 1.83269 -1.38373 -1.9 -0.8 -0.6 0.138
H 0.82689 -1.37460 -0.75087 -0.8 -0.6 -0.8 0.091
H 2.84681 -2.48385 0.36306 0.1 -3.4 -1.3 0.083
H 4.12300 -1.48493 1.64145 1.5 0.1 1.1 0.104
H 3.71031 1.24880 2.15536 0.9 -0.8 0.4 0.120
H 1.76731 2.18150 1.28150 0.4 0.7 0.4 0.108
```
Forces are in eV/Å.

4.
This record from the OMol25 dataset describes a cluster of 2 separate species, C9H11NO in total. The level of theory is wB97M-V/def2-TZVPD.

Properties
* energy: -13043.3377 eV
* F_max: 5.0 eV/Å
* orbital gap (spin up / spin down): 7.481 / 7.482 eV
* relative energy (zero: lowest compared OMol25 entry of this formula, charge and spin): 132.3 kcal/mol

```
22
Properties=species:S:1:pos:R:3:forces:R:3:lowdin_charge:R:1
O 1.66919 1.66110 0.12150 -0.4 -0.3 -0.6 -0.050
N 1.12246 0.40660 0.21459 -3.9 -0.3 0.7 -0.033
C -0.19601 0.33101 0.19805 1.0 0.8 -0.3 -0.238
C -1.10775 1.50634 -0.02740 0.2 -1.8 -0.7 0.040
C -2.37990 1.52490 -0.54354 3.8 -2.4 2.1 -0.087
C -3.26633 0.43334 -0.61522 -3.2 -1.4 -0.2 -0.090
C -3.07874 -0.88052 -0.23573 0.5 1.3 -0.3 -0.071
C -1.89995 -1.55539 0.24325 1.4 4.4 -0.6 -0.084
C -0.68737 -1.00834 0.47505 1.3 -1.5 0.8 -0.018
H 2.53744 1.34245 -0.18032 0.5 0.7 0.2 0.030
H -0.51190 2.36099 0.15323 -0.1 1.3 -0.1 0.085
H -2.76488 2.44054 -0.67355 -1.5 3.2 -0.7 0.060
H -4.36202 0.80489 -0.87790 2.3 -1.3 0.5 0.142
H -3.85954 -1.58898 -0.16446 -1.5 0.0 -0.5 0.083
H -1.98168 -2.49916 0.56746 -0.7 -3.5 0.9 0.057
H 0.11064 -1.68030 0.98970 -1.5 1.2 -1.1 0.139
C 3.79147 -0.04574 -0.05742 1.3 -0.9 4.5 -0.153
C 3.08189 -1.13514 0.15116 -0.4 -0.9 -1.6 -0.088
H 4.22543 0.39591 0.87476 -0.1 0.1 -1.2 0.088
H 3.99492 0.34509 -0.97188 0.6 1.0 -2.6 0.028
H 2.90711 -1.57676 1.15056 0.0 0.3 -0.9 0.074
H 2.65552 -1.58285 -0.79188 0.2 0.0 1.5 0.085
```
Forces are in eV/Å.

5.
This record from the OMol25 dataset describes a cluster of 2 separate species, C9H11NO2 in total. The level of theory is wB97M-V/def2-TZVPD.

Properties
* energy: -15092.2627 eV
* F_max: 2.9 eV/Å
* orbital gap: 8.440 eV
* relative energy (zero: lowest compared OMol25 entry of this formula, charge and spin): 113.5 kcal/mol

```
23
Properties=species:S:1:pos:R:3:forces:R:3:lowdin_charge:R:1
C -3.59985 1.11590 0.19670 -2.4 1.0 -1.3 -0.066
C -2.46940 0.70644 0.92471 0.1 1.0 0.6 -0.020
C -3.86432 0.15832 -0.74371 1.0 -0.2 1.1 -0.102
C -2.05542 -0.41969 0.31280 -0.2 -0.6 -0.7 -0.312
C -0.87110 -1.13120 0.50197 0.7 -1.5 0.7 -0.009
C 0.08224 -3.11928 -0.65809 -1.1 0.3 -1.5 -0.005
C 1.79406 0.06832 -0.66037 0.6 0.6 -1.3 -0.468
C 1.17458 1.26627 -1.42198 -0.3 -2.8 -0.5 -0.006
C 1.84978 0.35868 0.82725 -1.6 -0.7 -0.6 -0.036
N -0.56670 -2.16784 -0.08620 1.0 -0.4 -0.2 -0.008
O -2.93135 -0.80279 -0.68599 0.4 0.2 0.1 0.055
O 2.21654 -0.93487 -1.19887 -0.3 0.5 0.6 0.049
H -4.27227 1.99229 0.15731 0.8 -0.4 0.9 0.116
H -2.01222 1.14003 1.82823 -0.2 -0.2 -0.9 0.133
H -4.66784 -0.05658 -1.40048 -0.5 0.3 -0.5 0.119
H 0.69277 -2.83898 -1.56810 -0.5 -0.4 1.3 0.083
H -0.33173 -4.15113 -0.57363 0.7 0.8 0.3 0.079
H 0.44383 1.48693 -0.71299 -1.0 2.0 1.0 0.031
H 0.56728 1.00600 -2.28798 0.5 -0.5 -0.4 0.084
H 1.93057 1.94636 -1.72295 0.4 1.1 0.3 0.077
H 1.81152 -0.58968 1.29583 0.7 -0.9 0.8 0.065
H 0.87964 0.77861 1.12620 0.4 0.3 -0.1 0.061
H 2.64804 0.99602 1.12783 0.7 0.4 0.1 0.080
```
Forces are in eV/Å.

6.
This record from the OMol25 dataset describes an isolated molecule of C9H11NO2S. The level of theory is wB97M-V/def2-TZVPD.

Properties
* energy: -25926.0214 eV
* F_max: 5.4 eV/Å
* orbital gap (spin up / spin down): 6.539 / 6.924 eV
* relative energy (zero: lowest compared OMol25 entry of this formula, charge and spin): 144.2 kcal/mol

```
24
Properties=species:S:1:pos:R:3:forces:R:3:lowdin_charge:R:1
C -0.56638 -2.70033 0.10655 2.4 -1.1 0.7 -0.087
C -1.95446 -2.58433 0.02932 -1.9 -0.9 -0.2 -0.090
C 0.18646 -1.63912 0.47395 0.6 -0.5 -0.9 -0.018
C -2.55440 -1.38209 0.10894 -1.6 -1.6 0.4 -0.154
C -0.33886 -0.28402 0.43084 -0.9 1.1 -0.7 -0.253
C -1.86376 -0.18060 0.18153 0.3 2.4 0.4 -0.321
C 0.62934 0.83260 -0.09394 -1.8 2.0 1.6 -0.440
C 0.08746 2.26504 -0.47701 -0.6 -1.3 -0.6 -0.021
C 1.87988 0.48233 -0.70704 3.3 0.5 -0.4 -0.051
N 0.55126 0.56307 1.32448 -0.3 -0.9 0.9 -0.009
O -4.30407 0.80123 -0.21125 0.0 -0.2 0.0 -0.575
O -0.13373 1.48027 2.10680 -0.3 2.9 -4.5 0.015
S -2.90330 1.22128 -0.01105 1.7 -1.0 0.5 0.959
H -0.07903 -3.69023 0.05397 -0.4 0.6 0.1 0.115
H -2.66339 -3.45136 0.01861 1.2 0.6 -0.1 0.129
H 1.25663 -1.70585 0.76361 -1.0 -0.2 -0.4 0.128
H -3.63958 -1.49635 0.22661 0.4 1.1 -0.4 0.114
H 0.80569 3.11142 -0.39216 -0.2 -1.0 0.4 0.099
H -0.72385 2.33901 0.22824 -0.2 1.1 0.1 -0.003
H -0.35682 2.37111 -1.49296 0.4 -0.6 0.6 0.093
H 1.62587 0.01153 -1.65457 0.6 0.4 -0.5 0.099
H 2.60364 -0.18900 -0.16837 -1.2 0.4 -0.2 0.099
H 2.45423 1.48157 -0.74678 -0.6 -1.6 -0.7 0.117
H -0.19394 1.15775 2.93806 0.0 -2.1 4.0 0.053
```
Forces are in eV/Å.